# C40H20BrIN11Rh

C40H20BrIN11Rh as an isolated structure (the ωB97M-V functional and the def2-TZVPD basis, the OMol25 dataset).

Calculated values
**Multiplicity**: 5
**LUMO energy (spin up / spin down)**: -1.39 / -2.73 eV
**HOMO-LUMO gap (spin up / spin down)**: 0.1830 / 0.2217 Eh
**Largest force on an atom**: 0.175 eV/A
**ΔE to the lowest compared entry with this formula, charge and spin**: 0.000 eV

Element x y z (Å)
Rh 0.226 0.274 0.983
C 4.914 -3.244 -1.910
C 5.771 -2.463 -1.135
C 5.278 -1.554 -0.206
C 3.905 -1.462 -0.084
C 3.066 -0.603 0.768
N 3.551 0.254 1.601
C 2.782 1.078 2.353
C 3.288 1.923 3.405
C 4.571 2.146 3.885
C 4.717 3.068 4.906
C 3.614 3.753 5.434
C 2.334 3.536 4.953
C 2.184 2.610 3.928
C 1.036 2.166 3.182
N -0.228 2.602 3.395
C -1.262 2.103 2.809
N -1.337 1.044 1.912
C -2.643 0.891 1.481
N -3.126 0.064 0.614
C -2.362 -0.829 -0.059
N -1.011 -0.931 -0.042
C -0.623 -1.970 -0.826
N 0.641 -2.381 -1.073
C 1.676 -1.866 -0.501
N 1.739 -0.900 0.492
C 3.053 -2.239 -0.855
C 3.534 -3.142 -1.784
C -1.792 -2.566 -1.418
C -1.952 -3.607 -2.325
C -3.242 -3.906 -2.729
C -4.344 -3.190 -2.241
C -4.187 -2.151 -1.340
C -2.893 -1.844 -0.936
C -3.471 1.881 2.190
C -4.827 2.137 2.132
C -5.313 3.168 2.926
C -4.463 3.913 3.743
C -3.099 3.652 3.793
C -2.625 2.622 3.003
N 1.443 1.267 2.246
H 5.336 -3.937 -2.627
H 6.840 -2.566 -1.266
H 5.931 -0.935 0.394
H 5.420 1.628 3.460
H 5.702 3.277 5.301
H 3.772 4.472 6.226
H 1.481 4.071 5.347
H 2.855 -3.733 -2.384
H -1.095 -4.146 -2.705
H -3.407 -4.703 -3.443
H -5.336 -3.454 -2.584
H -5.033 -1.591 -0.965
H -5.474 1.555 1.490
H -6.369 3.403 2.911
H -4.876 4.711 4.346
H -2.427 4.226 4.417
N 3.779 4.275 0.932
C 3.253 3.608 0.149
N 2.709 2.852 -0.800
C 1.578 2.320 -0.623
N 0.515 1.801 -0.547
Br 1.140 -2.279 -4.860
C -0.714 -2.032 -5.147
C -1.366 -2.953 -5.957
C -2.727 -2.836 -6.180
C -3.438 -1.803 -5.589
C -2.784 -0.884 -4.785
C -1.414 -0.983 -4.562
I -0.508 0.429 -3.330
H -0.798 -3.756 -6.407
H -3.229 -3.554 -6.815
H -4.503 -1.708 -5.751
H -3.336 -0.077 -4.322

# C40H25BF5NO9S

A 3-piece molecular cluster, C40H25BF5NO9S overall at a distorted geometry (the ωB97M-V functional and the def2-TZVPD basis, the OMol25 dataset).

Calculated values
**Multiplicity**: 1
**LUMO energy**: -1.30 eV
**HOMO-LUMO gap**: 0.2594 Eh
**Largest force on an atom**: 1.224 eV/A

Element x y z (Å)
O -1.787 5.172 0.860
C -2.645 5.643 0.091
O -3.210 6.723 0.093
C -3.054 4.655 -1.053
C -4.578 4.460 -1.106
F -5.143 5.509 -1.749
F -5.076 4.455 0.153
C -5.024 3.182 -1.792
C -5.359 3.166 -3.141
C -5.782 1.982 -3.743
C -5.869 0.809 -3.014
C -5.541 0.822 -1.658
C -5.665 -0.439 -0.855
F -4.917 -1.425 -1.381
F -5.257 -0.274 0.407
F -6.923 -0.891 -0.823
C -5.123 2.003 -1.059
C -2.581 5.063 -2.466
N -1.744 4.006 -3.016
C -1.467 2.982 -2.245
O -0.749 2.016 -2.737
B -0.327 0.953 -1.868
O -1.202 0.240 -1.084
O 0.984 0.682 -1.927
S -2.101 3.147 -0.672
H -5.329 4.065 -3.736
H -6.045 1.962 -4.789
H -6.201 -0.114 -3.462
H -4.878 2.011 -0.010
H -3.395 5.144 -3.176
H -2.093 6.034 -2.423
H -1.401 4.050 -3.963
H -1.086 0.551 -0.171
H 1.191 -0.058 -1.343
C 1.729 4.208 4.753
C 1.464 4.042 3.399
C 1.059 2.809 2.918
C 0.924 1.734 3.788
C 1.212 1.897 5.146
C 1.605 3.139 5.625
C 1.118 0.751 6.092
O 1.363 0.890 7.272
C 0.721 -0.579 5.546
C 0.677 -1.675 6.397
C 0.298 -2.914 5.910
C -0.047 -3.062 4.571
C -0.001 -1.974 3.717
C 0.391 -0.731 4.199
C 0.466 0.422 3.260
O 0.161 0.286 2.089
H 2.036 5.175 5.128
H 1.568 4.876 2.719
H 0.845 2.686 1.866
H 1.814 3.263 6.678
H 0.943 -1.553 7.438
H 0.269 -3.768 6.574
H -0.350 -4.030 4.194
H -0.265 -2.085 2.675
C 6.876 -2.419 -3.992
C 5.904 -1.427 -3.919
C 4.697 -1.682 -3.291
C 4.453 -2.934 -2.742
C 5.421 -3.936 -2.833
C 6.636 -3.671 -3.451
C 5.165 -5.300 -2.289
O 6.007 -6.169 -2.363
C 3.841 -5.568 -1.659
C 3.558 -6.844 -1.193
C 2.337 -7.107 -0.594
C 1.397 -6.092 -0.450
C 1.672 -4.818 -0.917
C 2.890 -4.553 -1.530
C 3.157 -3.186 -2.055
O 2.336 -2.299 -1.929
H 7.822 -2.215 -4.476
H 6.091 -0.453 -4.352
H 3.940 -0.912 -3.227
H 7.386 -4.446 -3.509
H 4.293 -7.629 -1.303
H 2.117 -8.103 -0.235
H 0.446 -6.298 0.024
H 0.942 -4.027 -0.812

# C40H27BF4LaN7O13P2

C40H27BF4LaN7O13P2 as an isolated structure at a distorted geometry (the ωB97M-V functional and the def2-TZVPD basis, the OMol25 dataset).

Calculated values
**Multiplicity**: 1
**LUMO energy**: 3.22 eV
**HOMO-LUMO gap**: 0.2645 Eh
**Largest force on an atom**: 2.563 eV/A
**Net charge**: -2
**ΔE to the lowest compared entry with this formula, charge and spin**: 0.403 eV

Element x y z (Å)
La -0.599 1.619 -0.836
O -2.336 2.305 -5.033
C -1.679 2.049 -4.033
O -2.020 1.851 -2.841
C -0.094 2.037 -4.249
C 0.475 2.191 -5.479
C 1.848 1.968 -5.611
C 2.604 1.649 -4.492
C 1.940 1.634 -3.283
N 0.643 1.853 -3.140
C 2.636 1.563 -1.945
O 3.863 1.468 -1.916
O 1.808 1.526 -0.978
H -0.111 2.403 -6.371
H 2.396 2.037 -6.551
H 3.642 1.419 -4.374
O -0.651 0.062 1.272
P -0.642 -1.392 1.674
C -1.019 -2.583 0.384
P -0.190 -2.291 -1.184
O -0.406 -0.848 -1.699
C -0.866 -3.514 -2.330
C -0.989 -4.825 -1.882
C -1.750 -5.745 -2.620
C -2.300 -5.426 -3.850
C -2.120 -4.094 -4.277
C -1.457 -3.115 -3.523
C 1.588 -2.684 -0.863
C 2.421 -1.608 -0.684
C 3.731 -1.826 -0.248
C 4.119 -3.146 0.050
C 3.207 -4.229 -0.088
C 1.952 -4.027 -0.572
C -1.928 -1.732 2.890
C -3.053 -0.930 2.928
C -4.034 -1.214 3.890
C -3.938 -2.310 4.707
C -2.819 -3.148 4.656
C -1.783 -2.806 3.770
C 0.959 -1.810 2.420
C 1.587 -0.780 3.014
C 2.825 -0.966 3.636
C 3.375 -2.242 3.715
C 2.739 -3.314 3.036
C 1.508 -3.105 2.473
H -2.085 -2.526 0.156
H -0.876 -3.619 0.743
H -0.616 -5.118 -0.911
H -1.867 -6.738 -2.175
H -2.903 -6.079 -4.464
H -2.586 -3.792 -5.247
H -1.484 -2.013 -3.871
H 2.089 -0.606 -0.822
H 4.471 -1.007 -0.158
H 5.090 -3.404 0.451
H 3.499 -5.285 0.130
H 1.330 -4.883 -0.820
H -3.258 -0.136 2.241
H -4.927 -0.597 3.971
H -4.745 -2.462 5.374
H -2.744 -3.939 5.400
H -0.896 -3.473 3.714
H 1.089 0.150 2.948
H 3.327 -0.157 4.185
H 4.277 -2.482 4.243
H 3.224 -4.285 3.033
H 1.101 -3.988 1.921
F -4.260 -3.237 0.564
B -4.704 -2.150 -0.224
F -3.512 -1.351 -0.534
F -5.668 -1.384 0.347
F -5.177 -2.680 -1.458
N 0.555 2.741 1.354
C 1.306 3.095 2.162
N 2.142 3.614 3.005
C 3.093 2.811 3.448
N 3.989 2.123 3.744
O 0.917 9.156 1.615
N 0.113 8.329 2.019
O -0.577 8.399 3.062
C -0.037 7.146 1.242
C -0.945 6.176 1.615
C -1.100 5.079 0.815
C -0.405 4.907 -0.436
O -0.528 3.984 -1.212
C 0.590 5.917 -0.696
C 0.745 7.042 0.075
N 1.399 5.802 -1.944
O 2.212 4.898 -2.030
O 1.143 6.606 -2.837
N -2.010 4.091 1.303
O -2.562 4.307 2.352
O -2.257 3.057 0.674
H -1.494 6.240 2.592
H 1.443 7.802 -0.223